No. 1
ORCA calculation (ωB97M-V with the def2-TZVPD basis set) on a cluster of 12 separate species, C40H112N8O12 in total at a distorted geometry.

Results
SMILES string = COC[C@H](C)N.COC[C@H](C)N.COC[C@H](C)N.COC[C@H](C)N.COC[C@H](C)N.COC[C@H](C)N.COC[C@H](C)N.COC[C@H](C)N.CCO.CCO.CCO.CCO
HOMO energy = -8.51 eV
E = -79780.78014 eV
E_LUMO = 0.46 eV
Energy relative to the best compared isomer or geometry (same formula, charge and spin) = 37.7 kcal per mole

```
! wB97M-V def2-TZVPD RIJCOSX def2/J DEFGRID3
* xyz 0 1
C 5.7924 -1.2315 -1.4823
O 5.8859 0.1599 -1.1120
C 6.4156 0.3604 0.1438
C 5.6152 -0.2583 1.2642
C 4.2009 0.3114 1.3451
N 6.3230 -0.1116 2.5326
H 5.7072 -1.2036 -2.5789
H 4.8617 -1.6876 -1.1441
H 6.7200 -1.7733 -1.2951
H 7.4630 0.0388 0.2632
H 6.4307 1.4448 0.3157
H 5.5316 -1.3242 1.0225
H 3.6790 -0.2084 2.1543
H 3.6924 0.1034 0.3998
H 4.1500 1.3668 1.6201
H 6.9325 0.7043 2.5155
H 5.6696 0.0773 3.2841
C 1.4914 -4.6061 -1.7316
O 0.1052 -4.5188 -1.5820
C -0.2613 -4.0121 -0.3417
C -1.7468 -3.8719 -0.2201
C -2.3130 -3.0911 -1.3861
N -2.0052 -3.1688 1.0283
H 1.9004 -5.3779 -1.0571
H 1.9731 -3.6752 -1.4019
H 1.6973 -4.8511 -2.7638
H 0.0667 -4.7338 0.4390
H 0.1836 -3.0366 -0.0742
H -2.2010 -4.8744 -0.2030
H -1.7289 -2.1951 -1.6056
H -3.3668 -2.8375 -1.2559
H -2.3004 -3.7085 -2.2904
H -1.4826 -3.5412 1.8111
H -2.9708 -3.0462 1.2887
C 2.0333 7.9728 2.5256
O 1.1147 6.9762 2.9257
C 0.0422 7.5088 3.6422
C -0.6776 6.4513 4.4409
C -1.1926 5.2459 3.6556
N -1.8768 7.0901 5.0496
H 2.8835 7.4859 2.0569
H 2.4186 8.5095 3.4135
H 1.6213 8.7596 1.8786
H 0.3825 8.2890 4.3529
H -0.6544 8.0789 3.0031
H -0.0418 6.1560 5.2849
H -2.2104 5.3537 3.2918
H -1.1245 4.3475 4.2821
H -0.5631 4.9566 2.8094
H -2.4195 6.3665 5.5215
H -1.6280 7.6754 5.8511
C 3.2783 -3.3167 1.3583
O 4.5426 -3.8362 1.1358
C 5.0599 -4.4858 2.2753
C 6.3448 -5.1702 1.9069
C 6.1733 -6.5253 1.2595
N 7.2203 -5.2882 3.1419
H 2.8074 -3.0622 0.4053
H 3.1738 -2.3992 1.9645
H 2.6299 -4.0368 1.8807
H 5.1610 -3.7828 3.1171
H 4.3151 -5.2138 2.6529
H 6.8618 -4.5034 1.2002
H 7.0664 -6.8020 0.6975
H 5.3542 -6.5211 0.5356
H 5.9197 -7.2765 2.0107
H 7.5294 -4.3468 3.3745
H 8.0476 -5.7733 2.7887
C -7.1972 -1.4546 1.7888
O -6.6232 -1.4313 0.4963
C -7.5021 -0.9323 -0.4587
C -7.4861 -1.7888 -1.6641
C -6.0888 -2.0827 -2.1923
N -8.3929 -1.2354 -2.7224
H -7.7427 -0.5151 1.9612
H -6.3869 -1.4218 2.5168
H -7.8904 -2.2852 1.9286
H -8.5302 -0.7977 -0.0944
H -7.2800 0.1283 -0.6934
H -7.9652 -2.7476 -1.4320
H -6.1594 -2.6833 -3.0985
H -5.6012 -2.7612 -1.4735
H -5.3866 -1.2486 -2.2321
H -8.2456 -1.8266 -3.5363
H -7.9849 -0.3383 -3.0248
C 4.3605 4.5216 -5.4669
O 5.2775 4.0285 -4.4849
C 4.7912 4.1241 -3.1762
C 3.7692 3.0601 -2.8128
C 3.4178 3.1454 -1.3350
N 4.2879 1.7201 -3.1482
H 3.3446 4.1438 -5.3003
H 4.6688 4.2139 -6.4589
H 4.3296 5.6151 -5.3672
H 5.6838 4.0629 -2.5407
H 4.3855 5.1297 -2.9589
H 2.8665 3.2158 -3.4172
H 3.1460 4.1449 -0.9853
H 4.2832 2.8095 -0.7530
H 2.5399 2.5582 -1.0788
H 4.9557 1.4411 -2.4125
H 4.9486 1.8426 -3.9226
C 2.7395 -3.1154 -5.5906
O 2.3625 -2.6928 -4.3233
C 1.9810 -1.3460 -4.3264
C 1.8236 -0.8447 -2.9205
C 0.8775 -1.6726 -2.0679
N 1.4613 0.5892 -2.9877
H 3.6439 -2.5676 -5.9010
H 1.9813 -2.8650 -6.3507
H 2.8977 -4.1867 -5.6215
H 2.7649 -0.7362 -4.8027
H 1.0107 -1.2115 -4.8322
H 2.8340 -0.8365 -2.4786
H 1.0137 -2.7234 -2.3093
H -0.1645 -1.3520 -2.1812
H 1.0488 -1.4481 -1.0062
H 1.4496 0.8815 -2.0090
H 2.3442 1.0127 -3.3181
C -3.7070 0.0851 0.7466
O -2.6400 0.8597 1.1912
C -1.5767 0.0726 1.6718
C -0.6525 0.8618 2.5687
C -0.0660 2.1417 2.0055
N 0.4221 -0.0249 3.0321
H -4.2251 -0.4161 1.5817
H -3.3654 -0.7519 0.1200
H -4.4313 0.7087 0.2323
H -1.8496 -0.8648 2.1512
H -1.0169 -0.1442 0.7428
H -1.2011 1.0901 3.4943
H 0.3395 2.6806 2.8529
H -0.8049 2.6407 1.3730
H 0.7374 1.8876 1.3021
H 0.1158 -0.6770 3.7467
H 0.9125 -0.4901 2.2773
C -5.5993 1.6849 3.2008
C -6.9576 2.2526 3.5247
O -7.0811 2.3159 4.9583
H -5.4094 1.6388 2.1289
H -5.3451 0.7098 3.6109
H -4.8655 2.3961 3.5990
H -7.7359 1.5568 3.1657
H -7.1327 3.2116 3.0320
H -7.8189 2.8897 5.1836
C -5.6441 2.0587 -3.0728
C -6.2161 1.7778 -4.4515
O -7.5041 1.1273 -4.2933
H -4.7241 2.6264 -3.2320
H -5.3777 1.1689 -2.5083
H -6.3692 2.6742 -2.5383
H -5.5797 1.0550 -4.9775
H -6.3031 2.7132 -5.0085
H -7.8718 1.0014 -5.1743
C 0.6136 -4.0383 3.7878
C -0.3722 -3.5286 4.8145
O -0.2739 -2.0859 4.9103
H 0.7531 -5.1031 3.9961
H 1.5915 -3.5846 3.9282
H 0.2452 -3.9015 2.7733
H -0.1273 -3.8626 5.8257
H -1.4051 -3.7821 4.5623
H -0.8411 -1.8015 5.6347
C -2.4122 0.5709 -3.3299
C -1.6412 1.8470 -3.0950
O -0.6554 2.0292 -4.0815
H -1.8049 -0.3286 -3.3808
H -3.1175 0.7255 -4.1461
H -3.0580 0.3890 -2.4564
H -1.1832 1.8932 -2.0947
H -2.3181 2.7079 -3.1245
H 0.1846 1.5900 -3.7771
*
```

Here are the Mulliken charges for atoms 1 to 8, given in e:
1 C -0.4691
2 O -0.2821
3 C -1.4537
4 C 1.6504
5 C -1.0033
6 N -0.7225
7 H 0.2676
8 H -0.0264

---

No. 2
ORCA calculation (ωB97M-V with the def2-TZVPD basis set) on a cluster of 13 separate species, C40H113N7O13 in total at a distorted geometry.

Results
HOMO energy = -8.40 eV
E = -80354.74753 eV
E_LUMO = 0.11 eV
Energy relative to the best compared isomer or geometry (same formula, charge and spin) = 41.5 kcal per mole

```
! wB97M-V def2-TZVPD RIJCOSX def2/J DEFGRID3
* xyz 0 1
C 22.2502 12.5625 13.2065
C 21.2483 12.7679 14.2694
O 20.9896 14.1658 14.3990
H 21.8916 12.9090 12.2372
H 22.6469 11.5478 13.1722
H 23.0944 13.1947 13.4850
H 21.6893 12.5272 15.2383
H 20.3719 12.1243 14.1847
H 20.1756 14.3219 13.9124
C 26.6254 14.5643 9.7161
C 27.5406 13.3593 9.6737
O 28.8276 13.7342 9.9953
H 26.9512 15.4636 9.1936
H 26.4699 14.8707 10.7506
H 25.6973 14.2315 9.2476
H 27.5789 12.8744 8.6973
H 27.2270 12.5939 10.3871
H 28.9159 13.8376 10.9521
C 28.7445 19.5652 12.1210
C 29.2126 20.7438 12.9621
O 30.3368 20.3547 13.6973
H 29.5428 19.2387 11.4552
H 27.8878 19.8856 11.5260
H 28.3846 18.7235 12.7130
H 28.4555 21.1348 13.6436
H 29.5102 21.5603 12.3021
H 31.0445 20.9793 13.5255
C 24.5374 19.4725 15.7167
C 25.9756 19.8735 15.5434
O 26.3655 20.5005 16.6990
H 24.2512 19.0237 14.7630
H 23.7879 20.2464 15.8782
H 24.4422 18.6518 16.4276
H 26.1905 20.4825 14.6620
H 26.5699 18.9689 15.3926
H 27.3225 20.4262 16.6440
C 22.9117 17.1204 21.1031
C 22.8232 16.7908 19.5931
O 21.8592 15.8007 19.3259
H 23.5180 18.0125 21.2606
H 23.3025 16.2897 21.6905
H 21.9266 17.3835 21.4894
H 23.7868 16.4819 19.1840
H 22.5361 17.7126 19.0837
H 21.8932 15.6211 18.3799
C 18.8070 18.6298 15.7415
C 20.1352 17.8512 15.7883
O 21.2186 18.6868 15.6470
H 18.6327 18.8614 14.6904
H 18.8352 19.5022 16.3934
H 17.9635 18.0442 16.1092
H 20.1655 16.9906 15.1157
H 20.2572 17.3790 16.7651
H 21.3374 18.9149 14.7170
C 16.8587 15.7128 18.7786
C 17.8290 14.6824 19.3407
C 18.8344 14.1626 18.2387
O 19.4674 12.9924 18.6736
C 20.2861 12.4203 17.7006
N 18.4518 15.3009 20.4817
H 16.2462 15.2346 18.0133
H 17.3716 16.5747 18.3497
H 16.2311 16.1106 19.5755
H 17.2889 13.8069 19.7029
H 19.5821 14.9061 17.9542
H 18.3000 13.8941 17.3238
H 19.6901 12.1869 16.8155
H 20.6301 11.4702 18.1092
H 21.1233 13.0415 17.3766
H 19.0270 16.1009 20.2527
H 19.1107 14.6560 20.8986
C 21.1899 11.2276 21.3765
C 21.8597 12.6294 21.2540
C 22.9863 12.5451 20.1943
O 24.0661 11.6520 20.5663
C 25.0781 12.1481 21.4091
N 20.9084 13.6516 20.9345
H 21.9511 10.4477 21.3762
H 20.4900 11.0140 20.5683
H 20.6593 11.2125 22.3287
H 22.3993 12.8590 22.1748
H 23.3045 13.5356 19.8626
H 22.6106 12.1044 19.2693
H 24.7518 12.5676 22.3617
H 25.6776 12.8896 20.8774
H 25.7520 11.3238 21.6438
H 21.3464 14.3844 20.3869
H 20.3236 13.2737 20.1928
C 30.8642 15.5734 12.7629
C 30.5971 14.0790 12.6424
C 31.3702 13.1630 13.7068
O 30.7863 11.8578 13.5671
C 31.6705 10.8981 14.1457
N 29.1593 13.8927 12.7636
H 30.5303 16.0096 13.7054
H 30.3670 16.0600 11.9243
H 31.9382 15.7629 12.7865
H 30.8563 13.7447 11.6367
H 31.0792 13.4424 14.7220
H 32.4534 13.2867 13.6739
H 31.9308 11.0725 15.1918
H 32.6344 10.8182 13.6404
H 31.2094 9.9106 14.1327
H 28.9619 14.3848 13.6317
H 28.9993 12.9358 13.0534
C 19.9424 19.2131 11.6840
C 21.0640 18.1906 11.8939
C 21.7933 17.7579 10.5926
O 22.8356 16.7934 10.7521
C 22.5369 15.5832 11.4242
N 22.0186 18.8683 12.8090
H 20.2821 20.0619 11.0902
H 19.4920 19.4885 12.6370
H 19.1278 18.7303 11.1418
H 20.5453 17.3581 12.3709
H 22.2006 18.6646 10.1456
H 21.1112 17.2522 9.9057
H 23.4175 14.9440 11.3692
H 21.8213 15.0732 10.7747
H 22.1652 15.7580 12.4336
H 22.9302 18.4577 12.6426
H 22.1921 19.7804 12.4041
C 24.5818 10.7904 16.5504
C 25.7608 10.4411 17.4958
C 26.7019 11.6197 17.8862
O 27.1690 12.2495 16.6733
C 28.2834 11.6027 16.0735
N 25.1646 9.6558 18.5546
H 23.9393 11.5726 16.9570
H 23.9325 9.9409 16.3377
H 24.8866 11.0890 15.5465
H 26.4291 9.7848 16.9354
H 27.5468 11.3647 18.5286
H 26.1365 12.2923 18.5340
H 28.2011 10.5188 15.9878
H 29.2125 11.8782 16.5749
H 28.2913 12.0165 15.0649
H 24.5782 10.2662 19.1133
H 25.8058 9.3994 19.2956
C 27.8784 16.3936 17.1402
C 28.8567 15.4119 16.4706
C 29.6322 14.4961 17.4183
O 30.2616 15.2015 18.4705
C 31.5380 15.7540 18.1241
N 28.2148 14.7499 15.3378
H 28.3796 17.1162 17.7853
H 27.1350 15.9606 17.8130
H 27.2753 16.9133 16.3956
H 29.6007 16.1003 16.0623
H 30.3006 13.7862 16.9277
H 28.9135 13.8731 17.9546
H 31.6509 16.0109 17.0698
H 32.2518 14.9520 18.3194
H 31.7854 16.6449 18.6999
H 27.4552 15.2870 14.9369
H 27.6848 13.9970 15.7626
C 24.3889 14.2250 16.6027
C 23.9659 15.6030 16.1832
C 24.3045 15.9753 14.6948
O 25.7646 16.0060 14.5546
C 26.0137 16.3608 13.2062
N 22.4997 15.6579 16.3665
H 25.4390 13.9981 16.4190
H 23.7281 13.4860 16.1486
H 24.2528 14.1854 17.6844
H 24.3396 16.3426 16.8921
H 23.9030 16.9648 14.4730
H 23.8479 15.2321 14.0399
H 27.0669 16.2718 12.9395
H 25.5931 17.3248 12.9150
H 25.5001 15.6279 12.5806
H 22.2615 16.5565 15.9632
H 22.0344 15.0053 15.7451
*
```

Here are the Mulliken charges for atoms 1 to 8, given in e:
1 C -0.7233
2 C 0.3772
3 O -0.4448
4 H 0.2755
5 H 0.4604
6 H -0.1981
7 H -0.5263
8 H 0.5256

---

| no. | HOMO-LUMO gap (eV) |
| --- | --- |
| 1 | 8.98 |
| 2 | 8.51 |